Arrangement i

An isolated molecule of C16H26ClNO2. Source: the OMol25 dataset; level of theory: ωB97M-V with the def2-TZVPD basis set.

As for the orbital gap: 9.0505 eV. The calculation puts the lowest unoccupied orbital energy at 0.8 eV. Its SMILES is CCN(CC)CCOCCOc1cc(C)c(Cl)c(C)c1.

CARTESIAN COORDINATES (ANGSTROEM)
1 C -2.05 -1.77 -1.35
2 C -3.13 -1.45 -0.32
3 N -4.01 -0.37 -0.75
4 C -5.18 -0.25 0.10
5 C -6.27 -1.24 -0.33
6 C -3.34 0.89 -1.01
7 C -2.64 1.56 0.18
8 O -1.39 0.95 0.40
9 C -0.65 1.53 1.44
10 C 0.69 0.82 1.54
11 O 1.53 1.34 0.54
12 C 2.76 0.78 0.35
13 C 3.29 -0.25 1.12
14 C 4.56 -0.75 0.85
15 C 5.13 -1.86 1.68
16 C 5.28 -0.20 -0.20
17 Cl 6.87 -0.82 -0.54
18 C 4.78 0.83 -0.99
19 C 5.58 1.40 -2.11
20 C 3.51 1.31 -0.70
21 H -2.49 -1.84 -2.34
22 H -1.28 -1.01 -1.35
23 H -1.59 -2.73 -1.10
24 H -3.76 -2.33 -0.19
25 H -2.65 -1.22 0.65
26 H -5.59 0.76 -0.01
27 H -4.94 -0.40 1.16
28 H -7.18 -1.06 0.24
29 H -6.48 -1.12 -1.38
30 H -5.95 -2.27 -0.15
31 H -4.09 1.58 -1.40
32 H -2.59 0.73 -1.78
33 H -2.49 2.63 -0.04
34 H -3.26 1.49 1.09
35 H -0.49 2.60 1.25
36 H -1.19 1.42 2.40
37 H 0.53 -0.26 1.39
38 H 1.13 0.98 2.53
39 H 2.74 -0.67 1.94
40 H 5.36 -2.72 1.05
41 H 4.44 -2.16 2.46
42 H 6.06 -1.54 2.15
43 H 5.03 2.19 -2.62
44 H 5.82 0.62 -2.84
45 H 6.52 1.80 -1.74
46 H 3.08 2.10 -1.28

=====

Arrangement ii

An isolated molecule of C16H26ClNO2. Source: the OMol25 dataset; level of theory: ωB97M-V with the def2-TZVPD basis set.

As for the orbital gap: 8.7963 eV. The calculation puts the lowest unoccupied orbital energy at 0.7 eV. Its SMILES is CCN(CC)CCOCCOc1cc(C)c(Cl)c(C)c1.

CARTESIAN COORDINATES (ANGSTROEM)
1 C -3.52 -0.65 4.40
2 C -2.77 -0.48 3.08
3 N -3.63 -0.76 1.94
4 C -4.51 0.31 1.54
5 C -3.89 1.48 0.76
6 C -3.04 -1.55 0.89
7 C -1.69 -1.07 0.33
8 O -0.65 -1.64 1.11
9 C 0.65 -1.40 0.64
10 C 1.15 0.02 0.95
11 O 2.51 0.18 0.62
12 C 2.88 0.34 -0.68
13 C 2.02 0.48 -1.76
14 C 2.51 0.66 -3.04
15 C 1.58 0.81 -4.20
16 C 3.89 0.70 -3.23
17 Cl 4.51 0.92 -4.83
18 C 4.78 0.57 -2.17
19 C 6.26 0.62 -2.40
20 C 4.26 0.39 -0.90
21 H -2.83 -0.54 5.23
22 H -4.31 0.08 4.50
23 H -3.96 -1.64 4.44
24 H -2.34 0.53 3.03
25 H -1.94 -1.19 3.05
26 H -4.97 0.71 2.45
27 H -5.31 -0.13 0.93
28 H -4.63 2.26 0.62
29 H -3.05 1.91 1.30
30 H -3.55 1.15 -0.22
31 H -3.76 -1.60 0.07
32 H -2.88 -2.56 1.27
33 H -1.58 -1.40 -0.71
34 H -1.62 0.03 0.35
35 H 1.29 -2.11 1.16
36 H 0.71 -1.59 -0.44
37 H 1.10 0.19 2.03
38 H 0.54 0.78 0.45
39 H 0.95 0.45 -1.62
40 H 0.54 0.76 -3.88
41 H 1.75 0.02 -4.93
42 H 1.74 1.76 -4.70
43 H 6.53 1.57 -2.85
44 H 6.56 -0.17 -3.09
45 H 6.80 0.50 -1.47
46 H 4.92 0.29 -0.05

=====

Quick one: most stable of them? arrangement i

=====

Arrangement i

A structure of composition CH3NO2P. Source: the OMol25 dataset; level of theory: ωB97M-V with the def2-TZVPD basis set.

As for the orbital gap: 8.1877 eV. Its charge is -1. The calculation puts the lowest unoccupied orbital energy at 4.6 eV.

CARTESIAN COORDINATES (ANGSTROEM)
1 C -1.81 -0.32 -1.23
2 N -0.68 -0.74 -0.54
3 O -2.78 -0.97 -1.54
4 O -1.76 1.08 -1.39
5 P 0.16 0.83 -0.62
6 H -0.06 -1.52 -0.63
7 H 0.90 0.38 0.60
8 H -0.49 1.63 0.25

=====

Arrangement ii

A structure of composition CH3NO2P. Source: the OMol25 dataset; level of theory: ωB97M-V with the def2-TZVPD basis set.

As for the orbital gap: 8.3932 eV. Its charge is -1. The calculation puts the lowest unoccupied orbital energy at 4.5 eV.

CARTESIAN COORDINATES (ANGSTROEM)
1 C 2.34 0.02 0.01
2 N 1.03 0.42 -0.30
3 O 3.26 0.78 0.02
4 O 2.38 -1.23 0.10
5 P -0.06 -0.94 -0.19
6 H 0.70 1.60 -0.70
7 H -1.15 -0.17 0.01
8 H 0.08 -1.19 1.17

=====

Quick one: most stable of them? arrangement i

=====

Arrangement i

The ion C2H7N2O with charge +1. Source: the OMol25 dataset; level of theory: ωB97M-V with the def2-TZVPD basis set.

As for the orbital gap (spin up / spin down): 6.4377 / 9.8070 eV. Its charge is +1. The calculation puts the lowest unoccupied orbital energy (spin up / spin down) at -3.9 / -7.0 eV. Its expectation value of S² is 2.013. As for the spin multiplicity: 3.

CARTESIAN COORDINATES (ANGSTROEM)
1 C 0.33 -0.22 -0.13
2 C -0.47 -1.37 0.37
3 N 1.64 0.05 0.28
4 N -0.56 1.19 -0.33
5 O 1.27 -0.17 -1.14
6 H -1.59 -1.24 0.02
7 H -0.45 -1.41 1.49
8 H 0.03 -2.25 -0.12
9 H 1.94 1.00 0.60
10 H -0.68 1.48 -1.32
11 H -0.01 1.89 0.18
12 H -1.46 1.06 0.10

=====

Arrangement ii

A cluster of 2 separate species, C2H7N2O in total. Source: the OMol25 dataset; level of theory: ωB97M-V with the def2-TZVPD basis set.

As for the orbital gap (spin up / spin down): 8.5108 / 7.2033 eV. Its charge is +1. The calculation puts the lowest unoccupied orbital energy (spin up / spin down) at -5.0 / -8.0 eV. Its expectation value of S² is 2.019. As for the spin multiplicity: 3.

CARTESIAN COORDINATES (ANGSTROEM)
1 C -0.67 -0.53 0.04
2 C -0.95 0.18 -1.21
3 N -1.25 -0.73 1.10
4 N 1.53 -0.58 0.87
5 O -0.78 -1.03 2.26
6 H -0.17 0.37 -1.87
7 H -1.57 -0.52 -1.86
8 H -1.43 1.16 -0.94
9 H -2.31 -1.00 0.99
10 H 2.30 -1.08 0.43
11 H 1.78 0.27 1.16
12 H 1.07 -1.01 1.60

=====

Quick one: most stable of them? arrangement ii

=====

Arrangement i

An isolated molecule of C5H7FO. Source: the OMol25 dataset; level of theory: ωB97M-V with the def2-TZVPD basis set.

As for the orbital gap (spin up / spin down): 7.8292 / 8.1760 eV. The calculation puts the lowest unoccupied orbital energy (spin up / spin down) at 1.1 / -1.5 eV. Its expectation value of S² is 2.004. As for the spin multiplicity: 3.

CARTESIAN COORDINATES (ANGSTROEM)
1 C 0.99 -1.14 0.55
2 C 0.54 -0.24 -0.54
3 C -0.77 -0.01 -0.68
4 C 1.29 0.48 2.25
5 C -1.34 0.89 -1.67
6 O 0.55 -0.54 1.86
7 F 0.82 0.97 3.40
8 H 0.42 -2.18 0.43
9 H 2.06 -1.23 0.76
10 H 1.34 0.34 -0.89
11 H -1.31 -0.55 0.13
12 H -2.25 1.33 -1.11
13 H -1.73 0.37 -2.48
14 H -0.63 1.52 -2.04

=====

Arrangement ii

A cluster of 2 separate species, C5H7FO in total. Source: the OMol25 dataset; level of theory: ωB97M-V with the def2-TZVPD basis set.

As for the orbital gap (spin up / spin down): 8.5964 / 7.2073 eV. The calculation puts the lowest unoccupied orbital energy (spin up / spin down) at 0.8 / -2.5 eV. Its expectation value of S² is 2.015. As for the spin multiplicity: 3.

CARTESIAN COORDINATES (ANGSTROEM)
1 C 1.23 -1.22 -0.94
2 C 0.23 -0.40 -0.80
3 C -1.76 -0.57 -2.68
4 C -0.30 0.50 1.41
5 C -0.30 0.76 -0.11
6 O -2.59 -1.38 -2.97
7 F -1.98 0.75 -3.09
8 H 2.19 -1.39 -0.42
9 H 1.24 -1.91 -1.80
10 H -0.95 -0.36 1.51
11 H 0.68 -0.02 1.70
12 H -0.69 1.41 1.91
13 H 0.38 1.55 -0.29
14 H -1.34 0.87 -0.46

=====

Quick one: most stable of them? arrangement ii